Here is a 2-piece molecular cluster, C3H6N2O3 overall at a distorted geometry from the Open Molecules 2025 dataset. Energies are from ωB97M-V/def2-TZVPD.

## Properties
**Multiplicity**: 1
**HOMO-LUMO gap (spin up / spin down)**: 9.07 / 7.54 eV
**E**: -12321.0034 eV
**Max |F|**: 4.19 eV/A
**Energy above the lowest of the compared OMol25 structures with the same formula, charge and spin**: 258.8 kcal per mole
**Highest occupied orbital energy (spin up / spin down)**: -8.6 / -8.5 eV

Positions of all 14 atoms, in Å:
1 C -0.296 -0.097 0.267
2 C -1.115 -0.231 -0.929
3 C 0.710 0.980 0.253
4 N -1.069 -0.451 3.447
5 N 1.032 -0.465 0.445
6 O 1.811 -1.110 -0.322
7 O 1.293 -0.718 1.826
8 O -2.038 -1.073 3.525
9 H -2.106 0.414 -1.011
10 H -0.525 -0.027 -1.810
11 H -1.578 -1.280 -0.976
12 H 0.945 1.398 1.248
13 H 0.909 1.563 -0.626
14 H 1.853 -1.622 1.888

Need the natural (NBO) charges? In units of e they are:
1. C 0.20
2. C -0.70
3. C -0.32
4. N 0.21
5. N 0.30
6. O -0.59
7. O -0.59
8. O -0.20
9. H 0.25
10. H 0.24
11. H 0.23
12. H 0.24
13. H 0.23
14. H 0.51